Entry 1:
Below is a 6-piece molecular cluster, CH12O4S2 overall in a non-equilibrium geometry, with properties calculated with ωB97M-V/def2-TZVPD.

Summary:
- E_tot: -31086.693 eV
- Kohn-Sham gap: 0.1410 Eh
- ΔE to the lowest compared entry with this formula, charge and spin: 141.8 kcal per mole

Each line ends with the Mulliken charge.
CARTESIAN COORDINATES (ANGSTROEM)
C1 -0.400 -1.479 1.756  -0.6980
S1 -1.366 -0.005 1.527  -0.1185
S2 2.313 0.165 -0.240  -0.2331
H1 -0.680 -1.739 2.791  0.3247
H2 0.687 -1.382 1.744  0.2556
H3 -0.761 -2.284 1.123  0.3392
H4 3.572 0.553 0.055  0.1434
H5 -0.737 2.172 1.015  0.2440
H6 -1.897 2.876 1.315  0.3401
O1 -1.014 3.110 0.993  -0.5868
H7 -1.457 0.116 -0.512  0.2708
H8 -2.574 0.372 -1.607  0.2875
O2 -1.639 0.208 -1.462  -0.5774
H9 1.780 -3.601 -0.958  0.2934
H10 1.154 -2.283 -0.309  0.2877
O3 1.024 -3.213 -0.502  -0.6020
H11 -0.028 1.859 -1.990  0.3404
H12 1.448 2.084 -2.309  0.2985
O4 0.575 2.469 -2.431  -0.6096


Entry 2:
Below is a 5-piece molecular cluster, CH12O5 overall in a non-equilibrium geometry, with properties calculated with ωB97M-V/def2-TZVPD.

Summary:
- E_tot: -11468.176 eV
- SMILES: CO.O.O.O.O
- Kohn-Sham gap: 0.3847 Eh
- ΔE to the lowest compared entry with this formula, charge and spin: 30.2 kcal per mole

Each line ends with the Mulliken charge.
CARTESIAN COORDINATES (ANGSTROEM)
C1 1.767 0.900 -2.282  -0.5477
O1 0.856 0.529 -1.172  -0.3988
H1 1.075 1.171 -3.122  0.1725
H2 2.348 0.004 -2.391  0.3151
H3 2.311 1.909 -2.146  0.1794
H4 1.417 -0.209 -0.860  0.2794
H5 0.827 -2.086 0.646  0.3935
H6 0.066 -3.401 0.084  0.2771
O2 0.803 -2.809 -0.017  -0.6369
H7 -2.743 2.110 1.783  0.3343
H8 -2.489 2.158 0.320  0.3076
O3 -2.054 2.400 1.129  -0.6465
H9 1.424 0.293 1.916  0.2938
H10 -0.070 0.079 1.622  0.3138
O4 0.784 -0.343 1.520  -0.6195
H11 -1.926 -0.252 0.555  0.3279
H12 -2.222 -1.690 1.083  0.2795
O5 -2.175 -0.764 1.331  -0.6246


Entry 3:
Below is a 6-piece molecular cluster, CH12O6 overall in a non-equilibrium geometry, with properties calculated with ωB97M-V/def2-TZVPD.

Summary:
- E_tot: -13515.906 eV
- SMILES: C=O.O.O.O.O.O
- Kohn-Sham gap: 0.4043 Eh
- ΔE to the lowest compared entry with this formula, charge and spin: 18.8 kcal per mole

Each line ends with the Mulliken charge.
CARTESIAN COORDINATES (ANGSTROEM)
O1 1.921 -0.115 -1.810  -0.5295
C1 1.002 -0.901 -1.798  0.1797
H1 0.816 -1.603 -2.660  0.3004
H2 0.428 -1.136 -0.887  0.0019
H3 0.466 -1.014 1.677  0.2656
H4 1.382 -2.095 1.629  0.3578
O2 1.073 -1.437 2.316  -0.6186
H5 -1.278 2.820 0.778  0.3151
H6 0.074 2.093 0.559  0.4293
O3 -0.903 2.022 0.395  -0.6951
H7 -1.638 0.208 -1.592  0.3217
H8 -2.440 -1.011 -1.521  0.3022
O4 -1.506 -0.754 -1.603  -0.6511
H9 1.849 0.668 0.947  0.3416
H10 1.743 1.044 -0.500  0.4044
O5 1.662 1.435 0.391  -0.7581
H11 -1.500 -0.647 0.687  0.3340
H12 -1.618 0.694 1.417  0.4051
O6 -1.533 -0.273 1.573  -0.7064


Entry 4:
Below is a 6-piece molecular cluster, CH12O7 overall in a non-equilibrium geometry, with properties calculated with ωB97M-V/def2-TZVPD.

Summary:
- E_tot: -15563.429 eV
- Multiplicity: 2
- Kohn-Sham gap (spin up / spin down): 0.1080 / 0.3158 Eh
- Total charge: -1

Each line ends with the Löwdin spin population.
CARTESIAN COORDINATES (ANGSTROEM)
O1 0.407 0.591 -1.741  0.2458
C1 0.198 0.213 -0.589  0.3419
O2 0.204 1.096 0.491  0.1146
H1 0.002 -0.803 -0.214  0.0658
H2 0.880 1.795 0.411  0.0226
H3 0.886 -3.581 -0.634  0.0114
H4 0.911 -3.600 0.929  0.0041
O3 0.384 -3.850 0.149  0.0264
H5 2.075 -1.976 2.692  0.0084
H6 2.292 -1.605 1.239  0.0448
O4 1.987 -2.341 1.798  0.0534
H7 0.255 2.305 -2.978  0.0011
H8 -0.970 2.590 -2.126  0.0011
O5 -0.498 2.921 -2.928  0.0017
H9 -0.277 0.430 3.692  0.0003
H10 0.671 0.117 2.595  0.0027
O6 0.395 -0.246 3.459  0.0181
H11 -3.098 1.177 -1.887  0.0053
H12 -3.664 1.504 -0.576  0.0064
O7 -2.996 1.859 -1.196  0.0241


Entry 5:
Below is a 6-piece molecular cluster, CH12O7 overall in a non-equilibrium geometry, with properties calculated with ωB97M-V/def2-TZVPD.

Summary:
- E_tot: -15563.750 eV
- SMILES: O=CO.O.O.O.O.O
- Kohn-Sham gap: 0.4137 Eh
- ΔE to the lowest compared entry with this formula, charge and spin: 23.5 kcal per mole

Each line ends with the Mulliken charge.
CARTESIAN COORDINATES (ANGSTROEM)
O1 0.159 -1.436 -0.455  -0.5878
C1 -0.670 -0.559 -0.625  0.1984
O2 -0.161 0.646 -0.243  -0.4621
H1 -1.593 -0.747 -1.009  0.4765
H2 -0.752 1.390 -0.467  0.3265
H3 -3.480 -0.004 1.106  0.2852
H4 -1.873 0.063 1.512  0.3892
O3 -2.532 -0.168 0.839  -0.6174
H5 -0.242 1.200 2.604  0.3318
H6 -0.122 -0.347 2.764  0.4166
O4 -0.753 0.374 2.878  -0.7761
H7 3.185 -1.219 -2.125  0.2909
H8 1.824 -0.534 -1.601  0.3852
O5 2.470 -0.592 -2.259  -0.6699
H9 0.949 -1.625 1.971  0.3595
H10 1.179 -0.358 1.081  0.4390
O6 1.421 -0.753 1.944  -0.7859
H11 0.855 1.721 -2.277  0.3407
H12 -0.200 2.493 -3.150  0.2850
O7 -0.068 2.094 -2.286  -0.6253


Entry 6:
Below is a 6-piece molecular cluster, CH13O5S overall, with properties calculated with ωB97M-V/def2-TZVPD.

Summary:
- E_tot: -22322.255 eV
- Kohn-Sham gap: 0.2495 Eh
- ΔE to the lowest compared entry with this formula, charge and spin: 26.8 kcal per mole
- Total charge: -1

Each line ends with the Mulliken charge.
CARTESIAN COORDINATES (ANGSTROEM)
C1 -1.559 1.206 2.025  -0.6248
S1 -1.853 1.701 0.274  -0.6084
H1 -1.782 0.149 2.192  0.0413
H2 -0.513 1.428 2.259  0.2025
H3 -2.173 1.812 2.684  0.2720
H4 -1.539 -1.436 -2.012  0.3027
H5 -1.449 0.089 -2.193  0.3105
O1 -1.422 -0.746 -2.681  -0.6597
H6 1.230 0.414 0.070  0.2411
H7 -0.026 1.115 -0.529  0.0829
O2 0.954 0.926 -0.694  -0.5953
H8 -1.131 -2.001 0.611  0.3239
H9 -0.617 -1.635 1.949  0.2798
O3 -0.756 -2.419 1.401  -0.6200
H10 1.968 -1.623 1.348  0.3252
H11 3.095 -2.632 1.025  0.3146
O4 2.448 -2.383 1.694  -0.6414
H12 2.526 0.998 -1.655  0.4095
H13 3.124 0.860 -3.048  0.2983
O5 3.333 0.703 -2.123  -0.6545


Entry 7:
Below is a 7-piece molecular cluster, CH14ClO6 overall, with properties calculated with ωB97M-V/def2-TZVPD.

Summary:
- E_tot: -26068.519 eV
- Multiplicity: 2
- Kohn-Sham gap (spin up / spin down): 0.4310 / 0.1522 Eh

Each line ends with the Löwdin spin population.
CARTESIAN COORDINATES (ANGSTROEM)
Cl1 0.812 0.320 0.356  0.6032
C1 -1.385 0.635 -3.101  0.0403
O1 -1.343 -0.291 -2.051  0.2737
H1 -1.222 0.122 -4.048  0.0160
H2 -2.412 1.001 -3.079  0.0211
H3 -0.712 1.488 -3.017  0.0000
H4 -0.623 -0.019 -1.478  -0.0061
O2 2.844 -2.077 1.775  0.0040
H5 2.291 -2.222 2.543  0.0001
H6 2.338 -1.480 1.225  0.0042
O3 -2.442 0.965 0.935  0.0166
H7 -2.485 0.210 1.521  -0.0002
H8 -1.506 1.094 0.779  0.0041
O4 -0.485 -2.357 1.459  0.0063
H9 -0.152 -1.589 0.995  0.0012
H10 0.030 -2.394 2.264  -0.0001
O5 2.079 1.961 -2.624  0.0001
H11 1.788 1.615 -1.780  -0.0006
H12 2.853 2.483 -2.414  0.0000
O6 0.127 0.267 3.560  0.0089
H13 -0.682 -0.245 3.532  0.0002
H14 0.288 0.510 2.648  0.0069


Entry 8:
Below is a 5-piece molecular cluster, CH14NO4 overall in a non-equilibrium geometry, with properties calculated with ωB97M-V/def2-TZVPD.

Summary:
- E_tot: -10937.560 eV
- Kohn-Sham gap: 0.4301 Eh
- ΔE to the lowest compared entry with this formula, charge and spin: 41.4 kcal per mole
- Total charge: +1

Each line ends with the Mulliken charge.
CARTESIAN COORDINATES (ANGSTROEM)
C1 -1.212 1.344 -0.982  -0.6505
N1 -0.721 -0.029 -0.501  -0.2359
H1 -0.361 2.061 -0.791  0.2708
H2 -2.107 1.850 -0.578  0.3109
H3 -1.401 1.210 -2.126  0.2635
H4 -1.421 -0.464 0.212  0.3523
H5 -0.604 -0.637 -1.321  0.3899
H6 0.162 0.152 -0.171  0.2918
H7 -2.608 -0.131 1.941  0.3210
H8 -2.475 -1.453 2.214  0.3216
O1 -2.356 -0.893 1.430  -0.6832
H9 2.301 -0.040 -3.550  0.3149
H10 1.073 -0.814 -3.933  0.3253
O2 1.351 -0.041 -3.401  -0.6161
H11 3.543 1.730 -0.221  0.3318
H12 2.772 1.113 -1.263  0.2818
O3 2.705 1.228 -0.317  -0.6128
H13 -0.113 -1.364 4.620  0.3302
H14 0.774 -1.139 3.439  0.3182
O4 -0.102 -1.536 3.653  -0.6255


Entry 9:
Below is a 5-piece molecular cluster, CH14NO4 overall in a non-equilibrium geometry, with properties calculated with ωB97M-V/def2-TZVPD.

Summary:
- E_tot: -10923.704 eV
- Multiplicity: 2
- Kohn-Sham gap (spin up / spin down): 0.3946 / 0.1030 Eh
- ΔE to the lowest compared entry with this formula, charge and spin: 4.3 kcal per mole
- Total charge: +2

Each line ends with the Löwdin spin population.
CARTESIAN COORDINATES (ANGSTROEM)
C1 2.049 0.674 -0.661  0.0007
N1 1.096 0.642 0.495  0.0000
H1 2.903 1.322 -0.496  0.0001
H2 2.555 -0.295 -0.756  0.0003
H3 1.481 0.796 -1.565  0.0000
H4 0.279 0.167 0.156  -0.0002
H5 0.793 1.657 0.779  0.0000
H6 1.492 0.188 1.305  0.0000
H7 -2.331 -5.429 -2.328  0.0046
H8 -2.427 -4.309 -3.308  0.0044
O1 -2.250 -4.441 -2.340  0.5371
H9 0.921 -3.497 -1.550  0.0012
H10 -0.302 -2.576 -1.977  -0.0023
O2 0.479 -2.636 -1.372  0.4540
H11 -0.108 3.119 1.977  0.0000
H12 1.397 3.512 2.030  0.0000
O3 0.815 2.762 1.843  0.0000
H13 -2.201 3.526 2.797  0.0000
H14 -2.465 2.393 1.969  0.0000
O4 -1.814 3.092 2.048  0.0000


Entry 10:
Below is a 6-piece molecular cluster, CH14O5S overall in a non-equilibrium geometry, with properties calculated with ωB97M-V/def2-TZVPD.

Summary:
- E_tot: -22335.450 eV
- SMILES: CS.O.O.O.O.O
- Kohn-Sham gap: 0.3416 Eh
- ΔE to the lowest compared entry with this formula, charge and spin: 44.3 kcal per mole

Each line ends with the Mulliken charge.
CARTESIAN COORDINATES (ANGSTROEM)
C1 2.339 3.727 1.384  -0.7062
S1 2.448 2.537 -0.252  -0.2372
H1 2.613 4.753 1.002  0.2786
H2 1.392 3.517 1.937  0.2604
H3 3.196 3.438 1.974  0.2670
H4 2.567 1.298 0.347  0.1329
H5 -2.209 -3.719 2.024  0.3048
H6 -2.118 -5.258 1.929  0.3098
O1 -2.405 -4.491 2.419  -0.6234
H7 0.217 -1.051 2.654  0.2747
H8 -0.148 -0.024 1.677  0.3220
O2 0.322 -0.180 2.470  -0.5859
H9 -2.514 1.665 -5.229  0.2955
H10 -1.916 1.985 -3.894  0.3150
O3 -2.331 1.325 -4.416  -0.6109
H11 -0.940 -1.573 -0.802  0.3757
H12 -1.636 -0.543 -0.114  0.2741
O4 -1.480 -1.441 -0.016  -0.6168
H13 0.982 -2.614 -1.164  0.3046
H14 0.995 -1.531 -2.381  0.3037
O5 0.623 -1.819 -1.550  -0.6385


Entry 11:
Below is a 6-piece molecular cluster, CH14O6 overall in a non-equilibrium geometry, with properties calculated with ωB97M-V/def2-TZVPD.

Summary:
- E_tot: -13546.929 eV
- Multiplicity: 2
- Kohn-Sham gap (spin up / spin down): 0.0723 / 0.3605 Eh
- ΔE to the lowest compared entry with this formula, charge and spin: 37.5 kcal per mole
- Total charge: -1

Each line ends with the Löwdin spin population.
CARTESIAN COORDINATES (ANGSTROEM)
C1 -2.663 -0.001 -0.527  0.1312
O1 -2.161 0.916 -1.541  0.0316
H1 -3.625 0.363 -0.200  0.0075
H2 -2.714 -1.025 -0.963  0.0147
H3 -1.982 -0.032 0.237  0.0196
H4 -3.017 1.168 -1.935  0.0099
H5 3.093 0.655 -2.929  0.0424
H6 2.198 0.381 -1.559  0.0517
O2 2.846 0.012 -2.154  0.1076
H7 -0.078 -1.053 2.188  0.0731
H8 -0.760 -2.408 1.901  0.0455
O3 -0.879 -1.426 1.750  0.1778
H9 4.121 1.265 0.262  0.0256
H10 3.537 0.182 -0.536  0.0161
O4 4.176 0.332 0.162  0.0950
H11 -5.994 0.121 -2.100  0.0185
H12 -6.469 0.048 -0.654  0.0162
O5 -6.000 0.713 -1.270  0.0434
H13 5.728 -0.342 2.564  0.0075
H14 4.910 -0.045 3.881  0.0176
O6 5.734 0.177 3.423  0.0475


What is the E_tot in the second record? -11468.176 eV


Which value of E_tot does entry 10 give? -22335.450 eV